(1)
Here is C15H43BIInNO7P2 as an isolated structure from OMol25. Energies are from the ωB97M-V functional and the def2-TZVPD basis.

```
! RIJCOSX wB97M-V def2-TZVPD def2/J DEFGRID3
* xyz -1 1
C -2.621 -0.728 -0.677
O -1.601 0.181 -1.100
B -2.052 1.351 -1.669
O -1.705 2.500 -1.010
In -3.199 1.497 -3.647
I -5.782 2.558 -3.215
P -1.981 2.927 -5.340
C -0.270 3.228 -4.715
C -2.736 4.606 -5.442
P -3.495 -0.757 -4.804
N -2.708 -1.965 -4.211
O -5.068 -1.161 -4.929
O -3.071 -0.588 -6.373
H -3.588 -0.501 -1.134
H -2.707 -0.687 0.410
H -2.335 -1.742 -0.961
H -2.153 3.246 -1.419
H 0.134 2.250 -4.445
H -0.189 3.892 -3.853
H 0.334 3.615 -5.537
H -2.092 5.239 -6.058
H -2.902 5.109 -4.487
H -3.695 4.508 -5.951
H -2.207 -1.662 -3.383
H -5.551 -0.409 -5.293
H -3.254 0.312 -6.668
C 0.335 6.219 0.146
C 0.650 5.855 -1.295
O 0.736 6.972 -2.166
C 1.749 7.908 -1.864
C 3.157 7.338 -1.922
H -0.553 6.851 0.191
H 0.149 5.311 0.720
H 1.156 6.755 0.625
H -0.151 5.239 -1.700
H 1.565 5.255 -1.349
H 1.568 8.374 -0.887
H 1.638 8.692 -2.614
H 3.341 6.617 -1.124
H 3.888 8.141 -1.817
H 3.323 6.836 -2.876
C 0.903 -2.911 2.637
C 0.280 -3.966 1.738
O -0.073 -3.499 0.452
C 0.993 -3.010 -0.344
C 2.053 -4.055 -0.651
H 0.270 -2.022 2.675
H 1.021 -3.305 3.648
H 1.890 -2.605 2.284
H -0.657 -4.314 2.175
H 0.941 -4.839 1.665
H 1.444 -2.126 0.120
H 0.525 -2.676 -1.269
H 2.612 -4.350 0.240
H 2.766 -3.657 -1.373
H 1.592 -4.949 -1.073
C 0.809 -7.133 5.888
C 2.006 -6.267 5.533
O 1.846 -4.900 5.864
C 1.661 -4.611 7.237
C 2.830 -5.021 8.117
H -0.104 -6.706 5.471
H 0.942 -8.135 5.480
H 0.676 -7.230 6.967
H 2.159 -6.275 4.454
H 2.919 -6.671 5.988
H 0.731 -5.061 7.604
H 1.529 -3.530 7.278
H 2.939 -6.104 8.179
H 2.681 -4.646 9.131
H 3.762 -4.609 7.727
*
```

The calculation puts the maximum force at 0.9 eV Å⁻¹. The orbital gap is 6.3 eV. The value obtained for the HOMO energy is -0.1557 Ha.

(2)
Here is a 11-piece molecular cluster, C15H43BN11O23 overall from OMol25. Energies are from the ωB97M-V functional and the def2-TZVPD basis.

```
! RIJCOSX wB97M-V def2-TZVPD def2/J DEFGRID3
* xyz 1 1
C -2.684 -2.791 -1.074
B -1.346 -2.457 -0.267
O -0.152 -2.342 -1.033
C -1.286 -2.204 1.339
C -0.011 -1.288 1.606
N -0.165 -0.692 2.969
O -1.255 0.140 3.122
C -0.233 -1.829 3.937
C -1.199 -2.993 3.509
O -1.090 -3.385 2.126
H -3.590 -2.793 -0.431
H -2.748 -2.013 -1.878
H -2.518 -3.752 -1.616
H 0.524 -2.853 -0.553
H -2.240 -1.703 1.656
H 0.180 -0.556 0.794
H 0.842 -2.006 1.687
H 0.669 -0.109 3.139
H -1.672 0.359 2.267
H 0.798 -2.228 4.036
H -0.579 -1.402 4.908
H -2.261 -2.670 3.669
H -0.976 -3.848 4.191
C -0.296 -2.447 -5.302
N -1.041 -2.458 -4.013
O -2.201 -2.092 -4.035
O -0.434 -2.833 -3.024
H -0.957 -2.093 -6.085
H 0.554 -1.779 -5.185
H 0.028 -3.466 -5.501
C 0.994 1.080 6.274
N 2.213 0.353 5.826
O 3.263 0.950 5.847
O 2.065 -0.809 5.467
H 1.272 2.090 6.563
H 0.296 1.096 5.439
H 0.582 0.536 7.123
C 0.447 -2.681 9.677
N 0.063 -1.270 9.420
O 0.049 -0.508 10.361
O -0.212 -0.972 8.267
H 0.662 -2.797 10.735
H -0.391 -3.309 9.382
H 1.333 -2.895 9.071
C 4.837 -3.070 7.343
N 3.642 -3.501 8.118
O 3.829 -4.074 9.166
O 2.549 -3.243 7.637
H 5.729 -3.363 7.887
H 4.795 -3.562 6.375
H 4.786 -1.988 7.237
C 0.740 1.282 -6.783
N 0.753 0.297 -7.898
O 0.213 -0.778 -7.710
O 1.305 0.637 -8.923
H 0.217 0.845 -5.938
H 1.769 1.501 -6.521
H 0.225 2.171 -7.138
C -0.250 0.864 -11.692
N -0.821 1.546 -12.885
O -1.994 1.870 -12.838
O -0.075 1.730 -13.821
H -1.026 0.767 -10.940
H 0.102 -0.114 -12.011
H 0.569 1.477 -11.325
C 4.611 2.344 -4.082
N 3.255 2.282 -4.689
O 3.041 2.997 -5.651
O 2.456 1.516 -4.174
H 5.209 3.059 -4.637
H 4.492 2.658 -3.048
H 5.043 1.347 -4.143
C -4.592 1.164 4.848
N -4.593 0.222 3.697
O -5.112 -0.859 3.856
O -4.065 0.609 2.666
H -5.090 0.688 5.687
H -3.555 1.386 5.089
H -5.125 2.060 4.539
C 2.398 3.494 9.969
N 2.108 3.983 8.594
O 3.052 4.158 7.853
O 0.938 4.172 8.314
H 3.472 3.372 10.076
H 2.022 4.238 10.668
H 1.886 2.542 10.094
C -3.982 4.101 -13.746
N -4.362 5.499 -14.086
O -4.421 6.302 -13.175
O -4.587 5.737 -15.255
H -3.813 4.036 -12.677
H -4.804 3.456 -14.047
H -3.075 3.864 -14.295
*
```

The calculation puts the maximum force at 4.3 eV Å⁻¹. The orbital gap is 8.8 eV. The value obtained for the HOMO energy is -0.4269 Ha.

(3)
Here is a 8-piece molecular cluster, C15H43O10 overall from OMol25. Energies are from the ωB97M-V functional and the def2-TZVPD basis.

```
! RIJCOSX wB97M-V def2-TZVPD def2/J DEFGRID3
* xyz -1 1
O 1.257 0.514 -1.168
C 0.131 0.345 -0.484
O -0.379 1.404 -0.044
O -0.412 -0.771 -0.327
H 1.344 1.426 -0.880
C -5.359 -0.748 -0.215
C -3.886 -0.810 -0.544
O -3.122 -0.364 0.570
H -5.603 -1.462 0.572
H -5.973 -1.007 -1.078
H -5.669 0.233 0.145
H -3.650 -0.392 -1.523
H -3.661 -1.869 -0.667
H -2.262 -0.243 0.161
C 1.461 1.617 4.474
C 1.238 1.653 2.979
O -0.116 2.119 2.836
H 2.435 1.181 4.698
H 0.824 0.881 4.964
H 1.239 2.520 5.041
H 1.315 0.663 2.531
H 2.002 2.298 2.546
H -0.450 1.928 1.956
C -0.348 -4.255 2.742
C 0.381 -2.997 2.342
O -0.518 -1.902 2.307
H -1.169 -4.516 2.074
H -0.703 -4.156 3.768
H 0.327 -5.111 2.758
H 0.883 -3.099 1.380
H 1.170 -2.795 3.066
H -0.477 -1.503 1.435
C 3.754 2.650 -0.202
C 2.783 3.738 -0.631
O 3.289 4.412 -1.721
H 4.761 3.039 -0.055
H 3.898 1.818 -0.892
H 3.435 2.209 0.742
H 2.620 4.447 0.181
H 1.841 3.266 -0.911
H 3.898 5.104 -1.452
C -1.184 -3.795 -4.201
C -0.813 -2.584 -3.376
O -1.485 -2.674 -2.149
H -0.943 -4.685 -3.619
H -0.535 -3.793 -5.076
H -2.211 -3.766 -4.565
H -1.062 -1.689 -3.947
H 0.261 -2.612 -3.192
H -1.128 -2.002 -1.564
C 4.450 -2.552 -3.030
C 3.219 -1.993 -2.260
O 3.013 -0.699 -2.744
H 4.818 -3.516 -2.679
H 5.224 -1.784 -3.027
H 4.294 -2.678 -4.101
H 3.398 -1.855 -1.193
H 2.425 -2.732 -2.364
H 2.279 -0.327 -2.250
C -3.363 4.479 1.899
C -3.039 3.258 1.086
O -2.079 3.672 0.149
H -4.162 4.431 2.639
H -3.482 5.398 1.324
H -2.461 4.717 2.463
H -3.875 2.904 0.483
H -2.662 2.446 1.707
H -1.425 2.970 0.114
*
```

The energy relative to the best compared isomer or geometry (same formula, charge and spin) comes out at 163.0 kJ/mol. The calculation puts the maximum force at 4.0 eV Å⁻¹. The orbital gap is 9.3 eV. The value obtained for the HOMO energy is -0.2421 Ha.

(4)
Here is a 7-piece molecular cluster, C15H44BCl2O7PS6 overall from OMol25. Energies are from the ωB97M-V functional and the def2-TZVPD basis.

```
! RIJCOSX wB97M-V def2-TZVPD def2/J DEFGRID3
* xyz 0 1
C 1.475 2.366 1.665
C 1.723 2.952 0.280
Cl 2.584 4.522 0.361
C 2.500 1.974 -0.622
B 1.601 0.703 -0.803
P 1.787 -0.880 0.267
O 3.139 -1.658 -0.268
Cl 0.285 -2.107 -0.513
H 2.233 1.647 1.947
H 0.512 1.863 1.681
H 1.490 3.170 2.392
H 0.774 3.120 -0.215
H 3.484 1.791 -0.197
H 2.568 2.439 -1.603
H 0.704 0.752 -1.586
H 3.751 -1.733 0.484
C 3.344 1.890 5.663
S 3.561 0.478 4.572
O 2.288 0.313 3.821
C 3.571 -0.768 5.867
H 3.269 2.781 5.043
H 2.430 1.765 6.243
H 4.209 1.974 6.322
H 2.642 -0.712 6.433
H 4.429 -0.604 6.520
H 3.655 -1.743 5.392
C -2.146 5.888 -2.778
S -0.703 4.869 -2.445
O -1.037 4.028 -1.262
C 0.346 6.205 -1.861
H -2.946 5.234 -3.117
H -2.450 6.400 -1.865
H -1.906 6.609 -3.560
H -0.125 6.700 -1.011
H 0.509 6.914 -2.674
H 1.295 5.771 -1.552
C -2.535 -2.817 1.522
S -3.896 -1.851 2.187
O -4.196 -2.390 3.542
C -5.139 -2.510 1.071
H -1.645 -2.596 2.107
H -2.769 -3.880 1.596
H -2.366 -2.534 0.485
H -5.184 -3.594 1.181
H -4.888 -2.237 0.046
H -6.099 -2.072 1.328
C -7.132 2.296 -0.275
S -6.883 0.802 0.692
O -7.297 -0.342 -0.166
C -8.225 1.099 1.851
H -6.413 2.288 -1.091
H -8.146 2.307 -0.676
H -6.959 3.168 0.356
H -9.164 1.191 1.306
H -8.018 2.008 2.416
H -8.272 0.251 2.529
C 0.004 -2.793 -3.882
S 1.190 -2.080 -5.026
O 1.073 -0.602 -4.914
C 0.327 -2.562 -6.529
H 0.336 -2.557 -2.870
H -0.981 -2.358 -4.056
H -0.026 -3.875 -4.020
H -0.677 -2.137 -6.524
H 0.283 -3.649 -6.587
H 0.887 -2.172 -7.376
C 7.136 -5.061 -0.782
S 5.819 -4.086 -0.043
O 5.587 -4.625 1.323
C 4.502 -4.712 -1.093
H 8.054 -4.848 -0.238
H 6.895 -6.120 -0.699
H 7.255 -4.776 -1.827
H 4.440 -5.796 -0.989
H 4.704 -4.435 -2.128
H 3.572 -4.252 -0.769
*
```

The calculation puts the maximum force at 1.1 eV Å⁻¹. The orbital gap is 8.2 eV. The value obtained for the HOMO energy is -0.3074 Ha.

(5)
Here is C15H44F3LiN4O17S as an isolated structure from OMol25. Energies are from the ωB97M-V functional and the def2-TZVPD basis.

```
! RIJCOSX wB97M-V def2-TZVPD def2/J DEFGRID3
* xyz 0 1
Li -0.369 -4.129 1.048
C 1.013 -0.467 -0.646
F 1.443 0.773 -0.633
F 0.046 -0.653 -1.553
F 2.018 -1.280 -0.948
S 0.351 -0.886 1.041
O 1.444 -0.664 1.954
O -0.717 0.090 1.226
O -0.055 -2.283 1.055
C 3.411 -0.471 4.914
C 3.545 -0.692 6.371
O 3.684 -2.083 6.703
O 2.172 -1.003 4.496
H 4.247 -0.971 4.396
H 3.531 0.584 4.633
H 2.731 -0.265 6.955
H 4.425 -0.174 6.781
H 4.574 -2.295 6.405
H 2.042 -0.789 3.553
C -2.421 0.210 -5.509
C -2.341 0.060 -4.019
O -3.140 -1.005 -3.557
O -1.236 -0.167 -6.221
H -2.857 1.157 -5.845
H -3.203 -0.483 -5.875
H -2.583 1.028 -3.561
H -1.292 -0.057 -3.711
H -3.249 -0.874 -2.604
H -1.346 0.140 -7.125
C -5.225 -1.639 -0.690
C -4.111 -1.189 0.189
O -2.979 -0.871 -0.607
O -5.716 -0.554 -1.498
H -6.079 -2.052 -0.152
H -4.896 -2.410 -1.397
H -3.880 -2.033 0.855
H -4.399 -0.348 0.825
H -2.269 -0.587 -0.017
H -5.652 -0.772 -2.430
C 5.470 2.440 -1.361
C 6.475 2.287 -2.482
O 5.856 2.109 -3.745
O 4.557 1.367 -1.311
H 4.968 3.406 -1.496
H 5.999 2.522 -0.410
H 7.180 1.471 -2.289
H 7.048 3.229 -2.436
H 6.571 2.025 -4.381
H 3.771 1.560 -1.826
C -1.685 -1.297 4.517
C -1.346 0.161 4.717
O -2.556 0.929 4.754
O -2.243 -1.482 3.211
H -2.415 -1.589 5.275
H -0.849 -1.990 4.661
H -0.703 0.533 3.912
H -0.830 0.391 5.648
H -3.049 0.681 3.964
H -1.788 -0.892 2.594
C -0.747 -4.251 -2.037
C -1.783 -4.735 -3.042
O -2.808 -3.775 -3.167
O -1.427 -3.965 -0.801
H -0.203 -3.378 -2.408
H -0.029 -5.061 -1.884
H -2.231 -5.646 -2.636
H -1.280 -5.039 -3.967
H -2.379 -2.920 -3.330
H -2.353 -3.873 -1.071
C -0.861 3.336 -1.419
O 0.281 3.457 -1.847
N -1.362 2.119 -1.023
N -1.698 4.397 -1.219
H -2.366 2.078 -1.007
H -0.758 1.336 -0.883
H -2.674 4.241 -1.048
H -1.372 5.295 -1.524
C 2.211 3.660 1.392
O 3.038 3.759 2.291
N 1.022 2.993 1.559
N 2.400 4.185 0.139
H 0.362 2.994 0.805
H 0.870 2.496 2.414
H 3.286 4.624 -0.009
H 1.764 3.914 -0.599
*
```

The energy relative to the best compared isomer or geometry (same formula, charge and spin) comes out at 0.0 kJ/mol. The calculation puts the maximum force at 2.5 eV Å⁻¹. The orbital gap is 7.9 eV. The value obtained for the HOMO energy is -0.3318 Ha.

(6)
Here is a 7-piece molecular cluster, C15H44O7 overall from OMol25. Energies are from the ωB97M-V functional and the def2-TZVPD basis.

```
! RIJCOSX wB97M-V def2-TZVPD def2/J DEFGRID3
* xyz 0 1
C 3.307 -3.061 -2.909
C 2.738 -1.915 -3.664
C 3.723 -0.798 -3.943
O 2.269 -2.350 -4.865
H 3.683 -2.695 -1.954
H 4.173 -3.534 -3.371
H 2.561 -3.848 -2.790
H 1.828 -1.610 -3.147
H 4.572 -1.152 -4.527
H 3.972 -0.141 -3.109
H 3.283 -0.054 -4.608
H 3.090 -2.417 -5.356
C 0.030 2.566 5.195
C -1.064 2.736 4.186
C -2.470 3.219 4.811
O -0.690 3.818 3.346
H -0.158 1.697 5.826
H -0.035 3.432 5.853
H 0.951 2.386 4.640
H -1.146 1.840 3.571
H -2.990 2.528 5.474
H -3.194 3.400 4.017
H -2.378 4.170 5.336
H -1.410 4.025 2.745
C 0.468 -0.236 -0.465
C -0.351 0.889 0.221
C -1.719 0.320 0.830
O 0.591 1.392 1.219
H 1.493 0.089 -0.646
H -0.090 -0.476 -1.369
H 0.513 -1.046 0.263
H -0.567 1.750 -0.412
H -2.385 -0.021 0.038
H -2.345 1.100 1.264
H -1.535 -0.446 1.583
H 0.091 2.068 1.681
C -1.424 -3.672 1.669
C -2.402 -4.180 0.587
C -3.240 -3.095 -0.038
O -1.666 -4.668 -0.502
H -1.956 -3.190 2.489
H -0.641 -3.045 1.243
H -1.032 -4.591 2.103
H -3.099 -4.924 0.972
H -3.908 -2.818 0.778
H -3.898 -3.479 -0.817
H -2.630 -2.275 -0.418
H -2.283 -5.230 -0.977
C 3.996 1.825 -0.450
O 5.377 1.492 -0.420
H 3.728 1.961 0.598
H 3.771 2.800 -0.883
H 3.389 1.061 -0.934
H 5.644 1.950 0.380
C -1.257 -2.324 -3.860
O -0.578 -2.340 -5.054
H -1.801 -1.396 -3.686
H -2.027 -3.072 -3.669
H -0.423 -2.426 -3.165
H 0.375 -2.226 -5.029
C -1.571 4.865 0.524
O -2.521 4.939 1.616
H -1.917 5.251 -0.435
H -0.747 5.548 0.733
H -1.135 3.879 0.363
H -2.932 5.754 1.319
*
```

The energy relative to the best compared isomer or geometry (same formula, charge and spin) comes out at 392.8 kJ/mol. Its SMILES is CC(C)O.CC(C)O.CC(C)O.CC(C)O.CO.CO.CO. The calculation puts the maximum force at 3.0 eV Å⁻¹. The orbital gap is 10.1 eV. The value obtained for the HOMO energy is -0.3525 Ha.